Below is a 2-piece molecular cluster, C5H13N overall in a non-equilibrium geometry, with properties calculated with ωB97M-V/def2-TZVPD.

Geometry as XYZ:
```
19
Properties=species:S:1:pos:R:3
C -0.447 1.000 1.005
C -0.762 0.045 -0.134
N -2.121 0.279 -0.491
C 2.087 -0.676 0.082
C 2.805 0.331 -0.727
C -2.995 -0.800 -0.161
H -0.417 1.976 0.480
H -1.254 0.976 1.717
H 0.600 0.975 1.341
H -0.557 -1.018 0.066
H -0.012 0.154 -0.925
H 2.212 -1.577 -0.496
H 2.586 -0.690 1.042
H 1.881 0.739 -0.190
H 2.714 0.429 -1.801
H 3.661 0.960 -0.447
H -2.694 -1.720 -0.644
H -3.979 -0.640 -0.618
H -3.308 -0.743 0.902
```

## Properties
* total charge: +1
* HOMO (alpha / beta): -12.864 / -12.853 eV
* <S²>: 0.76
* spin multiplicity: 2
* F_max: 0.147 Eh/bohr
* energy: -6871.13610 eV
* HOMO-LUMO gap (alpha / beta): 4.941 / 4.894 eV

Below is an isolated ion of composition C5H13N2 and charge +1 in a non-equilibrium geometry, with properties calculated with ωB97M-V/def2-TZVPD.

Geometry as XYZ:
```
20
Properties=species:S:1:pos:R:3
C 1.674 0.905 -0.103
C 1.126 -0.522 -0.168
N 0.342 -0.698 -1.492
C 0.317 -0.943 1.069
C -0.863 -0.045 1.467
C -1.613 0.824 0.724
N -2.063 0.395 -0.538
H 1.801 1.442 -1.038
H 2.618 0.883 0.443
H 1.044 1.451 0.601
H 1.916 -1.265 -0.262
H -0.651 -0.481 -1.216
H 0.649 -0.099 -2.234
H 0.386 -1.668 -1.733
H 1.046 -0.930 1.876
H -0.084 -1.948 0.892
H -1.059 -0.024 2.539
H -1.407 1.891 0.768
H -2.405 1.149 -1.115
H -2.774 -0.317 -0.480
```

## Properties
* total charge: +1
* SMILES string: C[C@H]([NH3+])C/C=C\N
* HOMO: -11.820 eV
* F_max: 0.048 Eh/bohr
* energy: -8367.58782 eV
* HOMO-LUMO gap: 8.582 eV

Below is a 2-piece molecular cluster, C5H13N2 overall in a non-equilibrium geometry, with properties calculated with ωB97M-V/def2-TZVPD.

Geometry as XYZ:
```
20
Properties=species:S:1:pos:R:3
N -1.537 2.066 2.233
C -1.423 1.498 1.035
N -0.328 1.415 0.363
H -0.729 2.371 2.723
H -2.398 2.021 2.739
H -2.328 1.070 0.637
H -0.224 0.652 -0.364
H 0.499 1.812 0.726
C 2.211 -0.269 -1.166
C 1.224 -1.252 -0.480
C -0.140 -1.292 -1.131
C -1.265 -1.777 -0.560
H 1.769 0.766 -1.267
H 3.142 -0.172 -0.581
H 2.454 -0.607 -2.187
H 1.117 -1.041 0.610
H 1.658 -2.271 -0.469
H -0.220 -0.956 -2.199
H -2.204 -1.883 -1.135
H -1.278 -2.152 0.473
```

## Properties
* total charge: +1
* HOMO: -13.417 eV
* F_max: 0.038 Eh/bohr
* energy: -8369.10947 eV
* HOMO-LUMO gap: 9.760 eV

Below is an isolated ion of composition C5H13N2 and charge +1 in a non-equilibrium geometry, with properties calculated with ωB97M-V/def2-TZVPD.

Geometry as XYZ:
```
20
Properties=species:S:1:pos:R:3
C 0.024 0.733 2.768
C 0.300 1.299 1.605
C -0.621 1.129 0.411
C -0.028 0.329 -0.765
N 1.355 -0.206 -0.418
C -0.834 -0.918 -1.052
N -0.127 -1.728 -2.058
H -0.856 0.125 2.975
H 0.660 0.848 3.634
H 1.134 1.952 1.399
H -0.957 2.113 0.054
H -1.583 0.684 0.677
H 0.099 0.894 -1.675
H 2.007 0.537 -0.183
H 1.238 -0.817 0.388
H 1.705 -0.726 -1.228
H -1.869 -0.693 -1.327
H -0.937 -1.520 -0.163
H -0.277 -1.347 -2.983
H -0.435 -2.689 -2.060
```

## Properties
* total charge: +1
* SMILES string: C=CC[C@@H]([NH3+])CN
* HOMO: -13.986 eV
* F_max: 0.029 Eh/bohr
* energy: -8369.12757 eV
* HOMO-LUMO gap: 10.910 eV

Below is an isolated ion of composition C5H13N2 and charge +1 in a non-equilibrium geometry, with properties calculated with ωB97M-V/def2-TZVPD.

Geometry as XYZ:
```
20
Properties=species:S:1:pos:R:3
C -1.606 -1.164 -0.677
C -1.609 0.022 0.267
N -2.772 0.842 0.173
C -0.294 0.941 0.265
C 0.934 0.263 -0.219
C 2.078 0.408 0.463
N 3.208 -0.489 0.035
H -2.112 -0.860 -1.587
H -2.223 -1.934 -0.210
H -0.660 -1.638 -0.910
H -1.646 -0.329 1.300
H -3.172 1.154 -0.680
H -3.220 1.222 0.987
H -0.085 1.191 1.304
H -0.535 1.836 -0.309
H 0.972 -0.279 -1.160
H 2.304 1.048 1.298
H 3.700 -0.114 -0.790
H 2.846 -1.393 -0.292
H 3.892 -0.725 0.742
```

## Properties
* total charge: +1
* SMILES string: C[C@H](N)C/C=C/[NH3+]
* HOMO: -11.735 eV
* F_max: 0.035 Eh/bohr
* energy: -8368.12364 eV
* HOMO-LUMO gap: 8.012 eV

Below is an isolated ion of composition C5H13N2 and charge +1 in a non-equilibrium geometry, with properties calculated with ωB97M-V/def2-TZVPD.

Geometry as XYZ:
```
20
Properties=species:S:1:pos:R:3
C -2.026 0.896 1.188
C -1.951 0.309 -0.228
C -0.687 -0.639 -0.066
C 0.634 0.049 0.150
N 1.399 -0.073 1.481
C 1.465 0.340 -1.011
N 1.821 -0.838 -1.801
H -2.433 1.905 1.244
H -0.989 0.821 1.405
H -2.522 0.183 1.879
H -2.856 -0.201 -0.511
H -1.692 1.023 -1.024
H -0.704 -1.258 -1.038
H -0.959 -1.288 0.775
H 1.815 0.746 1.977
H 2.105 -0.796 1.322
H 2.451 0.662 -0.769
H 0.912 0.933 -1.765
H 2.844 -1.122 -1.817
H 1.374 -1.652 -1.392
```

## Properties
* total charge: +1
* SMILES string: CCCC(=[NH2+])CN
* HOMO: -14.326 eV
* F_max: 0.078 Eh/bohr
* energy: -8365.30112 eV
* HOMO-LUMO gap: 7.159 eV